Version a
{
  "formula": "C3H5N2O",
  "method": "ωB97M-V/def2-TZVPD",
  "elements": ["C", "C", "C", "O", "N", "N", "H", "H", "H", "H", "H"],
  "xyz": [[-1.4706, -0.3810, -0.1153], [-0.3042, 0.5370, -0.0208], [1.1874, -0.5805, 0.0133], [1.2476, -1.7358, 0.2869], [2.1669, 0.3638, 0.2048], [2.6935, 1.3314, -0.0100], [-1.3093, -1.2804, -0.8777], [-1.6945, -0.6452, 0.9173], [-2.2555, 0.0755, -0.5530], [-0.1844, 1.1092, 0.9167], [-0.0769, 1.2062, -0.7621]],
  "nbo_charge": [-0.66, -0.27, 0.58, -0.30, 0.03, 0.40, 0.26, 0.25, 0.26, 0.24, 0.21],
  "total_charge": 1,
  "orbital_gap_ev": 8.64,
  "lumo_energy_ev": -7.89
}

=====

Version b
{
  "formula": "C3H5N2O",
  "method": "ωB97M-V/def2-TZVPD",
  "elements": ["C", "C", "O", "N", "C", "N", "H", "H", "H", "H", "H"],
  "xyz": [[1.8580, 0.7404, -0.3132], [1.2662, -0.4543, 0.2800], [1.6247, -1.4516, 0.7559], [-0.2362, -0.3580, 0.3437], [-1.3460, -0.3716, 0.0859], [-2.6152, -0.4419, -0.0127], [1.7832, 1.5536, 0.4322], [1.0817, 1.0779, -1.0022], [2.8553, 0.4532, -0.6819], [-3.1545, -0.5062, 0.9178], [-3.1172, -0.2416, -0.8055]],
  "nbo_charge": [-0.72, 0.72, -0.39, -0.35, 0.76, -0.79, 0.29, 0.25, 0.29, 0.48, 0.45],
  "total_charge": 1,
  "orbital_gap_ev": 11.19,
  "lumo_energy_ev": -4.85
}

=====

Version c
{
  "formula": "C3H5N2O",
  "method": "ωB97M-V/def2-TZVPD",
  "elements": ["C", "N", "C", "O", "N", "C", "H", "H", "H", "H", "H"],
  "xyz": [[1.6596, -0.8759, -0.3514], [1.4071, -0.0340, 0.5272], [0.0959, 0.8154, 0.5049], [0.3835, 2.0905, 0.8899], [-0.9567, 0.2676, 0.2200], [-1.7183, -0.5395, -0.3650], [0.8410, -1.1498, -0.9582], [2.5869, -1.4099, -0.2775], [-0.3548, 2.7324, 1.0868], [-2.1620, -1.4045, 0.2191], [-1.7822, -0.4923, -1.4957]],
  "nbo_charge": [0.02, -0.36, 0.77, -0.60, -0.37, 0.10, 0.15, 0.24, 0.54, 0.25, 0.24],
  "total_charge": 1,
  "orbital_gap_ev": 9.49,
  "lumo_energy_ev": -5.73
}

=====

Going by the computed energies, the most stable comes first: version b, version c, version a.

=====

Version a
{
  "formula": "C3H5N2O",
  "method": "ωB97M-V/def2-TZVPD",
  "elements": ["C", "C", "C", "N", "N", "O", "H", "H", "H", "H", "H"],
  "xyz": [[-1.0582, -1.0187, 0.3616], [-0.8913, 0.4336, 0.3311], [0.8232, 0.6201, -0.5505], [2.4640, -0.8766, 0.3838], [1.6821, -0.1743, 0.0261], [-0.1423, -1.7477, 0.0820], [-1.9979, -1.3512, 0.5343], [-1.5207, 0.8068, -0.4610], [-0.8879, 1.1960, 1.1300], [0.3584, 0.4409, -1.4136], [1.1705, 1.6712, -0.4238]],
  "nbo_charge": [0.40, -0.36, -0.35, 0.36, 0.15, -0.49, 0.17, 0.25, 0.29, 0.29, 0.30],
  "total_charge": 1,
  "orbital_gap_ev": 9.63,
  "lumo_energy_ev": -5.87
}

=====

Version b
{
  "formula": "C3H5N2O",
  "method": "ωB97M-V/def2-TZVPD",
  "elements": ["O", "N", "C", "C", "N", "C", "H", "H", "H", "H", "H"],
  "xyz": [[-2.4219, -0.1379, -0.0002], [-1.1873, -0.0680, -0.0034], [-0.3577, -1.1479, -0.1068], [1.0227, -0.6689, 0.0151], [0.7624, 1.0014, -0.0274], [-0.5212, 1.1438, -0.0537], [-0.7380, -2.0614, 0.1507], [1.3106, -1.0593, 0.9725], [1.7575, -0.7097, -0.8658], [1.5218, 1.5859, 0.0361], [-1.1491, 2.1219, -0.1171]],
  "nbo_charge": [-0.38, 0.06, 0.02, -0.25, -0.42, 0.37, 0.26, 0.28, 0.29, 0.46, 0.31],
  "total_charge": 1,
  "orbital_gap_ev": [8.04, 7.59],
  "lumo_energy_ev": [-6.29, -6.43]
}

=====

Going by the computed energies, the most stable comes first: version a, version b.

=====

Version a
{
  "formula": "H10O5",
  "method": "ωB97M-V/def2-TZVPD",
  "elements": ["O", "O", "O", "O", "O", "H", "H", "H", "H", "H", "H", "H", "H", "H", "H"],
  "xyz": [[0.3253, 2.6294, 1.2443], [0.1615, 1.6664, -1.2545], [-1.0541, -1.6925, -3.1097], [-0.2490, -2.5920, 0.7655], [0.7972, -0.1225, 1.9222], [1.1532, 3.0500, 0.9614], [-0.4480, 0.9723, -1.5769], [-1.9450, -1.3978, -2.8925], [0.7208, -2.4874, 0.8150], [0.1457, 0.5733, 1.7947], [-0.1810, 2.7818, 0.3954], [0.9668, 1.1777, -1.0784], [-0.7641, -2.3013, -2.4378], [-0.5455, -2.1358, 1.5569], [0.9164, -0.1213, 2.8945]],
  "lowdin_spin": [0.36, 0.12, 0.00, 0.24, 0.29, 0.00, 0.00, 0.00, 0.00, -0.01, 0.00, 0.00, 0.00, 0.00, 0.00],
  "total_charge": 1,
  "orbital_gap_ev": [10.79, 3.14],
  "lumo_energy_ev": [-3.77, -11.42],
  "s_squared": 0.757,
  "multiplicity": 2
}

=====

Version b
{
  "formula": "H10O5",
  "method": "ωB97M-V/def2-TZVPD",
  "elements": ["O", "H", "H", "O", "H", "H", "O", "H", "H", "O", "H", "H", "O", "H", "H"],
  "xyz": [[-2.9215, 1.4101, -0.2067], [-3.5269, 0.7592, -0.5617], [-2.1699, 0.8996, 0.0946], [0.4514, -2.2672, -2.5489], [0.9083, -2.7183, -3.2588], [1.1453, -1.8257, -2.0592], [2.7092, -0.8054, -0.7195], [3.4859, -1.0020, -0.1957], [3.0559, -0.4679, -1.5454], [-0.8479, 1.9902, 2.8142], [-1.6198, 2.3597, 3.2430], [-0.4099, 1.4870, 3.5006], [-0.4254, -0.1045, 0.3775], [-0.1930, 0.2731, 1.2258], [0.3582, 0.0120, -0.1598]],
  "lowdin_spin": [0.61, 0.01, 0.00, 0.12, 0.00, 0.00, 0.00, 0.00, 0.00, 0.03, 0.00, 0.00, 0.22, 0.00, 0.00],
  "total_charge": 1,
  "orbital_gap_ev": [12.16, 2.88],
  "lumo_energy_ev": [-3.28, -11.42],
  "s_squared": 0.756,
  "multiplicity": 2
}

=====

Going by the computed energies, the most stable comes first: version b, version a.

=====

Version a
{
  "formula": "C4H10O2",
  "method": "ωB97M-V/def2-TZVPD",
  "elements": ["C", "C", "O", "C", "C", "H", "H", "H", "H", "H", "H", "H", "H", "H", "H", "O"],
  "xyz": [[-0.0681, 0.9893, 2.2707], [1.7849, 0.2622, -1.1016], [0.7843, 0.2774, -2.0830], [1.2379, 0.9757, 0.0970], [0.2400, 0.4954, 0.9318], [-0.3605, 0.1524, 2.9109], [-0.9187, 1.6652, 2.1985], [0.7830, 1.5223, 2.6779], [2.6549, 0.7810, -1.4895], [2.1342, -0.7402, -0.9144], [-0.0900, -0.0190, -1.8010], [1.4909, 2.0310, 0.1468], [-0.2919, -0.3889, 0.5606], [-3.8379, -2.8613, -1.1829], [-2.6077, -2.6431, -2.0584], [-2.9354, -2.4994, -1.1633]],
  "lowdin_spin": [0.07, 0.02, 0.15, 0.37, 0.32, 0.00, 0.03, 0.00, 0.00, 0.00, 0.00, 0.02, 0.01, 0.00, 0.00, 0.00],
  "total_charge": 1,
  "orbital_gap_ev": [9.23, 5.95],
  "lumo_energy_ev": [-5.25, -8.52],
  "s_squared": 0.755,
  "multiplicity": 2
}

=====

Version b
{
  "formula": "C4H10O2",
  "method": "ωB97M-V/def2-TZVPD",
  "elements": ["C", "C", "C", "C", "O", "H", "H", "H", "H", "H", "H", "H", "H", "H", "H", "O"],
  "xyz": [[0.1028, -1.0093, 0.8783], [-0.0052, -0.6313, -0.6271], [-0.3337, -1.9874, -1.2800], [-1.0888, 0.5094, -0.8199], [-0.6658, -0.6030, 1.7316], [1.0054, -1.6613, 1.1083], [0.8034, -0.1178, -1.0450], [-1.0443, -2.0638, -2.1830], [0.4701, -2.8173, -1.3701], [-1.0161, -2.4116, -0.5082], [-0.9567, 0.9542, -1.7801], [-2.0692, 0.1056, -0.6424], [-0.9209, 1.2707, -0.0015], [2.4624, 3.4620, 0.5728], [1.4886, 2.3661, 0.9760], [1.6316, 3.0561, 0.2641]],
  "lowdin_spin": [0.13, 0.12, 0.02, 0.01, 0.62, 0.07, 0.00, 0.01, 0.00, 0.01, 0.00, 0.00, 0.00, 0.00, 0.00, 0.00],
  "total_charge": 1,
  "orbital_gap_ev": [8.62, 4.92],
  "lumo_energy_ev": [-6.19, -9.89],
  "s_squared": 0.758,
  "multiplicity": 2
}

=====

Going by the computed energies, the most stable comes first: version a, version b.

=====

Version a
{
  "formula": "H3O6",
  "method": "ωB97M-V/def2-TZVPD",
  "elements": ["O", "O", "O", "O", "O", "O", "H", "H", "H"],
  "xyz": [[1.9781, -1.2552, 0.1927], [-1.7865, -0.9921, 0.7793], [0.2288, 1.1439, -0.1991], [0.6986, -1.5092, 0.3926], [-1.3469, -1.1294, -0.5090], [-0.0649, -0.9256, -0.6431], [2.3094, -0.6774, 0.9207], [-2.6986, -0.6312, 0.7353], [0.3933, 1.5299, -1.0728]],
  "nbo_charge": [-0.29, -0.34, -0.40, 0.12, 0.17, 0.23, 0.52, 0.53, 0.47],
  "total_charge": 1,
  "orbital_gap_ev": [6.91, 6.91],
  "lumo_energy_ev": [-9.79, -9.78]
}

=====

Version b
{
  "formula": "H3O6",
  "method": "ωB97M-V/def2-TZVPD",
  "elements": ["O", "O", "O", "O", "O", "O", "H", "H", "H"],
  "xyz": [[-2.5847, 0.4284, 0.1366], [0.9672, 1.3062, 0.3169], [1.5473, -0.7318, 0.6638], [-1.4670, 0.1196, 0.6218], [-0.0590, -0.2625, -0.7320], [1.0502, 0.1289, -0.2122], [-3.1030, -0.4195, -0.0322], [0.0684, 1.4034, 0.7518], [1.7888, -1.5524, 0.1995]],
  "nbo_charge": [-0.17, -0.30, -0.34, -0.08, -0.05, 0.40, 0.50, 0.51, 0.52],
  "total_charge": 1,
  "orbital_gap_ev": [8.51, 10.15],
  "lumo_energy_ev": [-8.21, -6.97]
}

=====

Version c
{
  "formula": "H3O6",
  "method": "ωB97M-V/def2-TZVPD",
  "elements": ["O", "O", "O", "O", "O", "O", "H", "H", "H"],
  "xyz": [[-2.1964, -0.7819, -0.3004], [1.6710, 1.4051, 0.4656], [0.9953, -0.6012, -0.3240], [-1.7656, 0.4351, -0.2964], [-0.4701, 0.7367, 0.4937], [0.6544, 0.7130, -0.2758], [-2.6082, -0.9871, 0.5502], [1.4108, 1.7368, 1.3166], [1.5279, -0.6964, -1.1388]],
  "nbo_charge": [-0.27, -0.32, -0.31, 0.07, -0.05, 0.35, 0.49, 0.52, 0.52],
  "total_charge": 1,
  "orbital_gap_ev": 10.90,
  "lumo_energy_ev": -6.41
}

=====

Going by the computed energies, the most stable comes first: version c, version b, version a.

=====

Version a
{
  "formula": "C5H8IN2",
  "method": "ωB97M-V/def2-TZVPD",
  "elements": ["C", "C", "C", "C", "C", "N", "N", "I", "H", "H", "H", "H", "H", "H", "H", "H"],
  "xyz": [[-1.8531, 1.4969, 2.3485], [0.2405, 2.1384, 0.8974], [-0.6859, 0.0053, 0.7398], [-0.6604, -1.4069, 0.2752], [1.1158, 0.6649, -0.7193], [0.2684, 0.9104, 0.3892], [-1.7045, 0.4398, 1.5885], [-0.0220, 2.5602, 2.9738], [-1.0155, -1.4149, -0.7371], [0.3505, -1.7794, 0.1710], [-1.1834, -2.0418, 0.9344], [0.5057, -0.0401, -1.2830], [1.3414, 1.5119, -1.3475], [2.0785, 0.5394, -0.4037], [0.9005, 2.8985, 0.3953], [-2.4877, -0.2766, 1.7636]],
  "nbo_charge": [0.09, -0.29, 0.32, -0.67, -0.42, -0.30, -0.63, 0.69, 0.24, 0.26, 0.25, 0.24, 0.25, 0.24, 0.25, 0.48],
  "total_charge": 1,
  "orbital_gap_ev": 6.86,
  "lumo_energy_ev": -5.08
}

=====

Version b
{
  "formula": "C5H8IN2",
  "method": "ωB97M-V/def2-TZVPD",
  "elements": ["C", "C", "C", "C", "C", "N", "N", "I", "H", "H", "H", "H", "H", "H", "H", "H"],
  "xyz": [[0.4733, 1.2355, 1.9069], [0.2990, -0.1649, 1.5530], [0.2343, 2.1936, 1.0471], [-0.5310, 0.2224, -1.9620], [-0.0459, -1.8439, -0.0756], [-0.0413, 0.4325, -0.6433], [-0.0616, -0.4713, 0.2773], [0.1702, 3.8899, 0.0396], [0.9108, 1.5409, 2.9612], [0.6299, -0.7857, 2.3450], [-1.5693, -0.2118, -2.1216], [-0.7626, 1.1614, -2.2521], [0.3696, -0.2466, -2.5356], [-0.3410, -2.0876, -1.1149], [0.9532, -2.3187, -0.0071], [-0.6877, -2.5457, 0.5822]],
  "nbo_charge": [-0.38, -0.07, 0.01, -0.48, -0.48, -0.20, -0.03, 0.58, 0.34, 0.25, 0.23, 0.23, 0.24, 0.25, 0.25, 0.26],
  "total_charge": 1,
  "orbital_gap_ev": [6.86, 6.87],
  "lumo_energy_ev": [-5.36, -5.35]
}

=====

Going by the computed energies, the most stable comes first: version b, version a.

=====

Version a
{
  "formula": "C4H4Br12",
  "method": "ωB97M-V/def2-TZVPD",
  "elements": ["C", "Br", "Br", "Br", "H", "C", "Br", "Br", "Br", "H", "C", "Br", "Br", "Br", "H", "C", "Br", "Br", "Br", "H"],
  "xyz": [[0.8109, -0.7765, 0.2719], [-0.1468, -2.3557, 0.9062], [0.1356, -0.1262, -1.4540], [2.7472, -1.0272, 0.1738], [0.6138, 0.0412, 0.9651], [0.4025, 2.3901, -3.7798], [0.4431, 2.7905, -5.7291], [-0.8739, 3.4192, -2.7592], [2.2986, 2.2061, -3.0990], [-0.0304, 1.3927, -3.8578], [2.4315, -1.0684, 4.4720], [2.6969, -3.0185, 4.7293], [2.6776, 0.0276, 6.1681], [0.7297, -0.6579, 3.6722], [3.1082, -0.7004, 3.7008], [-3.4904, -0.5809, -0.9080], [-4.1720, -1.2814, 0.8565], [-3.1241, 1.4629, -0.8745], [-4.6752, -0.9656, -2.4206], [-2.5831, -1.1716, -1.0339]],
  "lowdin_spin": [-0.01, 0.40, 0.07, 0.00, 0.00, 0.00, 0.00, 0.00, 0.02, 0.00, 0.00, 0.02, 0.11, 0.38, 0.00, 0.00, 0.00, 0.00, 0.00, 0.00],
  "total_charge": 1,
  "orbital_gap_ev": [8.03, 2.72],
  "lumo_energy_ev": [-4.51, -9.79],
  "s_squared": 0.757,
  "multiplicity": 2
}

=====

Version b
{
  "formula": "C4H4Br12",
  "method": "ωB97M-V/def2-TZVPD",
  "elements": ["C", "Br", "Br", "Br", "H", "C", "Br", "Br", "Br", "H", "C", "Br", "Br", "Br", "H", "C", "Br", "Br", "Br", "H"],
  "xyz": [[1.3853, 0.0114, -1.4144], [2.2774, 1.7117, -0.9218], [1.6786, -1.1938, 0.0784], [2.2903, -0.5478, -3.0877], [0.3052, 0.1227, -1.5097], [-3.0032, -2.4539, -2.8280], [-1.0915, -2.3641, -2.4210], [-3.5083, -4.1770, -3.7219], [-3.7594, -1.0361, -4.0307], [-3.6172, -2.5116, -1.9292], [3.8153, 1.0909, 2.4418], [4.7978, -0.4241, 3.3682], [4.9059, 2.6001, 1.8618], [2.2331, 1.6671, 3.4474], [3.4068, 0.5925, 1.5627], [-2.4280, 1.2803, 1.9389], [-1.6215, 0.3995, 0.3471], [-4.2854, 1.9947, 1.4918], [-1.2717, 2.7384, 2.6319], [-2.5095, 0.4990, 2.6945]],
  "lowdin_spin": [-0.03, 0.51, 0.13, 0.27, 0.00, 0.00, 0.02, 0.00, 0.00, 0.00, 0.00, 0.01, 0.03, 0.05, 0.00, 0.00, 0.01, 0.00, 0.01, 0.00],
  "total_charge": 1,
  "orbital_gap_ev": [7.64, 2.58],
  "lumo_energy_ev": [-4.98, -10.04],
  "s_squared": 0.755,
  "multiplicity": 2
}

=====

Going by the computed energies, the most stable comes first: version b, version a.

=====

Version a
{
  "formula": "C6H7F",
  "method": "ωB97M-V/def2-TZVPD",
  "elements": ["C", "C", "C", "C", "C", "C", "F", "H", "H", "H", "H", "H", "H", "H"],
  "xyz": [[-2.0669, -0.9374, 1.1613], [-1.2668, -0.0905, 0.8453], [0.1380, 0.6261, 0.5484], [-0.2285, 1.4738, -0.6757], [1.1182, -0.4337, 0.2612], [1.3078, -1.1631, -0.8060], [1.9351, -0.7221, 1.3555], [-2.8808, -1.6182, 1.0862], [0.4218, 1.1188, 1.4394], [-0.9823, 2.2269, -0.3322], [-0.8818, 0.7003, -1.1548], [0.6315, 1.6542, -1.1937], [2.1197, -1.8571, -0.8644], [0.6349, -0.9781, -1.6705]],
  "nbo_charge": [-0.25, -0.03, -0.32, -0.60, 0.41, -0.48, -0.36, 0.24, 0.25, 0.23, 0.22, 0.22, 0.23, 0.22],
  "orbital_gap_ev": 10.65,
  "lumo_energy_ev": 0.88
}

=====

Version b
{
  "formula": "C6H7F",
  "method": "ωB97M-V/def2-TZVPD",
  "elements": ["F", "C", "C", "C", "C", "C", "C", "H", "H", "H", "H", "H", "H", "H"],
  "xyz": [[0.8907, 2.2759, 0.6971], [1.3806, 1.0815, 0.1645], [0.2735, 0.1260, -0.1555], [-0.9254, 0.1332, 0.5285], [-1.5837, -1.1533, 0.3523], [-0.9164, -1.8396, -0.6046], [0.3393, -1.1181, -1.0249], [2.0063, 0.6812, 0.9778], [2.0261, 1.2423, -0.7045], [-1.2367, 0.9793, 1.1537], [-2.4779, -1.4821, 0.8052], [-1.2579, -2.7363, -1.1162], [0.2944, -0.8182, -2.0736], [1.2215, -1.7270, -0.8783]],
  "nbo_charge": [-0.36, 0.04, -0.03, -0.23, -0.23, -0.17, -0.49, 0.17, 0.17, 0.23, 0.22, 0.21, 0.25, 0.24],
  "orbital_gap_ev": 9.31,
  "lumo_energy_ev": 1.00
}

=====

Going by the computed energies, the most stable comes first: version b, version a.